DFT (ωB97M-V/def2-TZVPD) results for a cluster of 3 separate species, C27H56BN4O11S3 in total in a non-equilibrium geometry.

Last columns: bonded neighbours and bond lengths (Å).
Element x y z (Å)
1 C -2.26 -2.26 -7.83  C2 1.668, H33 1.174, H34 1.177, H35 1.191
2 C -1.14 -1.21 -7.18  C1 1.668, C3 1.670, H36 1.192, H37 1.171
3 C -1.87 -0.21 -6.06  C2 1.670, O4 1.482, H38 1.182, H39 1.173
4 O -1.23 -0.45 -4.75  C3 1.482, C5 1.470
5 C -1.94 0.25 -3.67  O4 1.470, C6 1.622, H40 1.192, H41 1.195
6 C -1.79 -0.38 -2.18  C5 1.622, C7 1.673, C22 1.678, H42 1.194
7 C -2.19 -2.00 -2.24  C6 1.673, C8 1.636, C12 1.655, H43 1.176
8 C -3.77 -2.41 -2.14  C7 1.636, S9 1.911, H44 1.169, H45 1.170
9 S -4.23 -3.12 -3.86  C8 1.911, O10 1.547, O11 1.567, H46 1.431
10 O -5.75 -3.28 -4.05  S9 1.547
11 O -3.56 -4.52 -4.11  S9 1.567
12 C -1.12 -2.56 -1.11  C7 1.655, C13 1.641, N18 1.545, H47 1.195
13 C -1.48 -3.92 -0.26  C12 1.641, C14 1.674, H48 1.193, H49 1.194
14 C -1.31 -5.28 -1.22  C13 1.674, C15 1.637, H50 1.170, H51 1.191
15 C 0.25 -5.69 -1.50  C14 1.637, C16 1.639, H52 1.194, H53 1.176
16 C 1.15 -6.00 -0.17  C15 1.639, O17 1.501, H54 1.173, H55 1.192
17 O 2.17 -4.91 0.00  C16 1.501, H56 1.003
18 N -0.59 -1.33 -0.34  C12 1.545, B19 1.514, C22 1.548, H57 1.042
19 B -1.58 -1.25 0.80  N18 1.514, N20 1.514, O21 1.507
20 N -3.07 -1.00 0.72  B19 1.514, H58 1.063, H59 1.044
21 O -1.04 -1.50 2.18  B19 1.507, H60 1.022
22 C -0.40 -0.11 -1.28  C6 1.678, N18 1.548, N23 1.535, N26 1.498
23 N -0.77 1.25 -0.68  C22 1.535, C24 1.505, H61 1.042
24 C 0.22 1.75 0.33  N23 1.505, C25 1.646, H62 1.170, H63 1.194
25 C 0.39 3.38 0.11  C24 1.646, H64 1.188, H65 1.194, H66 1.170
26 N 0.65 -0.20 -2.35  C22 1.498, C27 1.497, C30 1.500
27 C 1.79 -1.12 -2.09  N26 1.497, C28 1.673, O29 1.333
28 C 2.17 -2.19 -3.32  C27 1.673, H67 1.174, H68 1.172, H69 1.174
29 O 2.55 -1.22 -0.99  C27 1.333
30 C 1.25 1.10 -2.79  N26 1.500, C31 1.675, O32 1.364
31 C 2.60 1.80 -2.08  C30 1.675, H70 1.167, H71 1.177, H72 1.193
32 O 0.83 1.83 -3.87  C30 1.364
33 H -1.97 -2.55 -8.93  C1 1.174
34 H -2.44 -3.18 -7.12  C1 1.177
35 H -3.29 -1.65 -7.91  C1 1.191
36 H -0.74 -0.59 -8.11  C2 1.192
37 H -0.23 -1.80 -6.74  C2 1.171
38 H -1.71 0.88 -6.48  C3 1.182
39 H -3.00 -0.54 -6.03  C3 1.173
40 H -1.72 1.42 -3.63  C5 1.192
41 H -3.10 0.18 -3.95  C5 1.195
42 H -2.65 0.20 -1.59  C6 1.194
43 H -1.84 -2.50 -3.24  C7 1.176
44 H -4.03 -3.27 -1.39  C8 1.169
45 H -4.43 -1.45 -2.01  C8 1.170
46 H -3.72 -2.28 -4.90  S9 1.431
47 H -0.26 -2.97 -1.83  C12 1.195
48 H -2.61 -3.98 0.11  C13 1.193
49 H -0.74 -4.13 0.66  C13 1.194
50 H -1.87 -5.19 -2.24  C14 1.170
51 H -1.81 -6.19 -0.63  C14 1.191
52 H 0.22 -6.71 -2.14  C15 1.194
53 H 0.70 -4.89 -2.23  C15 1.176
54 H 1.77 -7.00 -0.20  C16 1.173
55 H 0.49 -5.95 0.82  C16 1.192
56 H 2.36 -4.47 -0.88  O17 1.003
57 H 0.26 -1.72 0.14  N18 1.042
58 H -3.32 -0.56 1.65  N20 1.063
59 H -3.63 -1.88 0.63  N20 1.044
60 H -0.58 -2.40 2.07  O21 1.022
61 H -1.02 1.94 -1.42  N23 1.042
62 H 1.23 1.16 0.40  C24 1.170
63 H -0.30 1.63 1.40  C24 1.194
64 H -0.61 3.81 -0.36  C25 1.188
65 H 0.47 3.89 1.19  C25 1.194
66 H 1.36 3.70 -0.46  C25 1.170
67 H 1.47 -1.97 -4.23  C28 1.174
68 H 3.27 -2.06 -3.69  C28 1.172
69 H 1.99 -3.31 -3.00  C28 1.174
70 H 2.85 1.36 -1.03  C31 1.167
71 H 2.57 2.98 -2.13  C31 1.177
72 H 3.50 1.48 -2.80  C31 1.193
73 C -0.39 6.23 5.64  C74 1.528, C79 1.521, H80 1.094, H81 1.097
74 C 0.44 4.96 5.49  C73 1.528, C75 1.528, H82 1.097, H83 1.094
75 C -0.01 4.27 4.20  C74 1.528, S76 1.787, H84 1.093, H85 1.093
76 S -0.60 5.56 3.13  C75 1.787, O77 1.448, O78 1.449, C79 1.782
77 O -2.02 5.38 2.92  S76 1.448
78 O 0.32 5.73 2.02  S76 1.449
79 C -0.36 6.90 4.28  C73 1.521, S76 1.782, H86 1.091, H87 1.094
80 H 0.02 6.89 6.42  C73 1.094
81 H -1.42 5.97 5.92  C73 1.097
82 H 1.50 5.22 5.42  C74 1.097
83 H 0.32 4.29 6.36  C74 1.094
84 H 0.82 3.74 3.72  C75 1.093
85 H -0.83 3.58 4.39  C75 1.093
86 H -1.15 7.65 4.15  C79 1.091
87 H 0.61 7.35 4.07  C79 1.094
88 C 3.57 0.45 6.78  C89 1.528, C94 1.521, H95 1.094, H96 1.097
89 C 4.86 1.22 6.48  C88 1.528, C90 1.528, H97 1.097, H98 1.094
90 C 4.58 2.15 5.30  C89 1.528, S91 1.787, H99 1.093, H100 1.093
91 S 2.83 2.52 5.36  C90 1.787, O92 1.448, O93 1.449, C94 1.782
92 O 2.20 1.95 4.19  S91 1.448
93 O 2.66 3.91 5.74  S91 1.449
94 C 2.46 1.50 6.77  C88 1.521, S91 1.782, H101 1.091, H102 1.094
95 H 3.62 -0.07 7.73  C88 1.094
96 H 3.39 -0.29 5.99  C88 1.097
97 H 5.14 1.81 7.36  C89 1.097
98 H 5.69 0.54 6.26  C89 1.094
99 H 5.15 3.08 5.37  C90 1.093
100 H 4.79 1.66 4.35  C90 1.093
101 H 1.46 1.06 6.66  C94 1.091
102 H 2.50 2.12 7.66  C94 1.094

Calculated values
Total energy   -90552.979 eV
Gap between HOMO and LUMO   8.05 eV
Charge   +1
E_LUMO   -3.7359 eV
2S+1   1

---

DFT (ωB97M-V/def2-TZVPD) results for a cluster of 3 separate species, C27H56ClF3N6O6P3 in total in a non-equilibrium geometry.

Last columns: bonded neighbours and bond lengths (Å).
Element x y z (Å)
1 O 5.38 -0.84 1.67  C2 1.245
2 C 6.12 -1.67 1.12  O1 1.245, Cl3 1.857, C4 1.597
3 Cl 7.22 -2.66 2.25  C2 1.857
4 C 6.25 -1.95 -0.45  C2 1.597, C5 1.603, H25 1.155, H26 1.158
5 C 5.05 -2.80 -1.09  C4 1.603, C6 1.612, O24 1.459, H27 1.162
6 C 3.53 -2.58 -0.58  C5 1.612, O7 1.464, H28 1.143, H29 1.148
7 O 2.78 -3.54 -1.38  C6 1.464, P8 1.757
8 P 3.63 -5.06 -1.18  O7 1.757, C9 1.902, C18 1.942, O24 1.769, H30 1.455, H31 1.451
9 C 2.10 -6.20 -1.12  P8 1.902, C10 1.602, H32 1.156, H33 1.158
10 C 0.97 -5.97 -2.23  C9 1.602, C11 1.634, H34 1.138, H35 1.162
11 C -0.39 -5.27 -1.67  C10 1.634, C12 1.608, H36 1.158, H37 1.157
12 C -0.37 -3.67 -1.80  C11 1.608, C13 1.576, C17 1.549
13 C 0.18 -2.97 -3.09  C12 1.576, C14 1.546, H38 1.149
14 C 0.28 -1.44 -3.28  C13 1.546, C15 1.563, H39 1.137
15 C -0.20 -0.54 -2.09  C14 1.563, C16 1.565, H40 1.141
16 C -0.79 -1.22 -0.80  C15 1.565, C17 1.566, H41 1.139
17 C -0.87 -2.77 -0.64  C12 1.549, C16 1.566, H42 1.137
18 C 4.04 -5.32 -3.06  P8 1.942, O19 1.462, H43 1.144, H44 1.161
19 O 5.43 -5.03 -3.40  C18 1.462, C20 1.420
20 C 5.54 -4.50 -4.72  O19 1.420, F21 1.435, F22 1.439, F23 1.437
21 F 5.37 -3.08 -4.72  C20 1.435
22 F 6.86 -4.83 -5.19  C20 1.439
23 F 4.66 -5.14 -5.65  C20 1.437
24 O 5.19 -4.25 -1.11  C5 1.459, P8 1.769
25 H 6.47 -0.96 -1.00  C4 1.155
26 H 7.21 -2.58 -0.59  C4 1.158
27 H 4.99 -2.36 -2.16  C5 1.162
28 H 3.08 -1.53 -0.63  C6 1.143
29 H 3.60 -2.77 0.55  C6 1.148
30 H 4.39 -6.23 -0.77  P8 1.455
31 H 3.42 -4.88 0.25  P8 1.451
32 H 2.48 -7.29 -1.23  C9 1.156
33 H 1.66 -6.13 -0.05  C9 1.158
34 H 1.30 -5.43 -3.18  C10 1.138
35 H 0.63 -7.03 -2.57  C10 1.162
36 H -0.48 -5.49 -0.53  C11 1.158
37 H -1.32 -5.74 -2.17  C11 1.157
38 H 0.54 -3.63 -3.96  C13 1.149
39 H 0.72 -1.05 -4.25  C14 1.137
40 H -0.10 0.58 -2.22  C15 1.141
41 H -1.13 -0.54 0.05  C16 1.139
42 H -1.29 -3.25 0.31  C17 1.137
43 H 3.71 -6.38 -3.34  C18 1.144
44 H 3.35 -4.58 -3.61  C18 1.161
45 O -2.21 -0.40 2.36  P46 1.540
46 P -3.22 -0.58 3.50  O45 1.540, N47 1.722, N50 1.707, N53 1.790
47 N -4.20 0.74 3.00  P46 1.722, C48 1.457, C49 1.464
48 C -3.66 2.08 2.84  N47 1.457, H56 1.096, H57 1.095, H58 1.088
49 C -4.99 0.42 1.81  N47 1.464, H59 1.096, H60 1.096, H61 1.094
50 N -2.13 -0.19 4.76  P46 1.707, C51 1.447, C52 1.462
51 C -2.14 1.02 5.55  N50 1.447, H62 1.095, H63 1.096, H64 1.091
52 C -0.74 -0.63 4.58  N50 1.462, H65 1.095, H66 1.093, H67 1.095
53 N -4.39 -0.87 4.82  P46 1.790, C54 1.468, C55 1.458
54 C -4.78 -2.29 4.86  N53 1.468, H68 1.095, H69 1.094, H70 1.095
55 C -5.56 -0.06 5.14  N53 1.458, H71 1.096, H72 1.090, H73 1.096
56 H -4.44 2.78 2.53  C48 1.096
57 H -2.85 2.12 2.09  C48 1.095
58 H -3.28 2.48 3.78  C48 1.088
59 H -5.47 -0.56 1.93  C49 1.096
60 H -4.36 0.37 0.91  C49 1.096
61 H -5.78 1.15 1.65  C49 1.094
62 H -1.63 1.85 5.05  C51 1.095
63 H -1.63 0.85 6.51  C51 1.096
64 H -3.15 1.34 5.82  C51 1.091
65 H -0.18 0.05 3.94  C52 1.095
66 H -0.71 -1.63 4.13  C52 1.093
67 H -0.23 -0.71 5.54  C52 1.095
68 H -5.44 -2.54 4.02  C54 1.095
69 H -5.28 -2.55 5.79  C54 1.094
70 H -3.89 -2.93 4.79  C54 1.095
71 H -6.34 -0.15 4.38  C55 1.096
72 H -5.30 1.00 5.25  C55 1.090
73 H -5.98 -0.36 6.10  C55 1.096
74 O 0.84 3.85 -0.91  P75 1.540
75 P -0.02 5.13 -0.82  O74 1.540, N76 1.721, N79 1.708, N82 1.790
76 N -1.43 4.36 -1.46  P75 1.721, C77 1.458, C78 1.465
77 C -1.41 3.68 -2.75  N76 1.458, H85 1.095, H86 1.094, H87 1.088
78 C -2.05 3.46 -0.48  N76 1.465, H88 1.096, H89 1.096, H90 1.094
79 N 0.86 6.02 -1.98  P75 1.708, C80 1.447, C81 1.461
80 C 0.41 6.36 -3.31  N79 1.447, H91 1.095, H92 1.096, H93 1.090
81 C 2.31 5.81 -2.00  N79 1.461, H94 1.095, H95 1.093, H96 1.095
82 N -1.00 6.62 -0.65  P75 1.790, C83 1.468, C84 1.458
83 C -0.84 7.17 0.70  N82 1.468, H97 1.096, H98 1.094, H99 1.095
84 C -2.38 6.80 -1.08  N82 1.458, H100 1.096, H101 1.090, H102 1.096
85 H -2.40 3.27 -2.98  C77 1.095
86 H -0.68 2.87 -2.79  C77 1.094
87 H -1.20 4.38 -3.56  C77 1.088
88 H -2.14 3.96 0.49  C78 1.096
89 H -1.46 2.55 -0.33  C78 1.096
90 H -3.06 3.18 -0.79  C78 1.094
91 H 0.58 5.54 -4.02  C80 1.095
92 H 0.96 7.24 -3.69  C80 1.096
93 H -0.64 6.64 -3.35  C80 1.090
94 H 2.58 4.90 -2.55  C81 1.095
95 H 2.70 5.72 -0.98  C81 1.093
96 H 2.83 6.66 -2.45  C81 1.095
97 H -1.37 6.57 1.44  C83 1.096
98 H -1.20 8.20 0.76  C83 1.094
99 H 0.22 7.20 0.98  C83 1.095
100 H -3.08 6.24 -0.46  C84 1.096
101 H -2.53 6.52 -2.12  C84 1.090
102 H -2.65 7.86 -1.01  C84 1.096

Calculated values
Total energy   -98662.442 eV
Gap between HOMO and LUMO   4.87 eV
Charge   -1
E_LUMO   0.5222 eV
Energy above the lowest of the compared OMol25 structures with the same formula, charge and spin   1113.6 kJ/mol
2S+1   1